Entry 1:
Below is a 2-piece molecular cluster, CHBr2FS overall at a distorted geometry, with properties calculated with the ωB97M-V functional and the def2-TZVPD basis.

Geometry as ORCA input:
```
! RIJCOSX wB97M-V def2-TZVPD def2/J DEFGRID3
* xyz 0 1
C 0.62 -0.41 -0.26
F 0.33 -0.69 -1.52
S -1.83 1.06 -0.07
Br 2.17 0.60 -0.20
Br 0.52 -2.11 0.70
H -1.81 1.55 1.35
*
```

Results
LUMO level (alpha / beta) = -0.0618 / -0.0811 hartree

Listed below, in e, are the Löwdin charges computed for each atom: number 1, C, carries -1.321; number 2, F, carries -0.150; number 3, S, carries 0.275; number 4, Br, carries 0.740; number 5, Br, carries 0.623; number 6, H, carries -0.167



Entry 2:
Below is C4H14KN4O3 as an isolated structure, with properties calculated with the ωB97M-V functional and the def2-TZVPD basis.

Geometry as ORCA input:
```
! RIJCOSX wB97M-V def2-TZVPD def2/J DEFGRID3
* xyz 1 1
K 0.47 -1.91 -0.81
C 3.44 0.38 1.23
C 3.42 -1.11 0.94
O 2.32 -1.76 1.60
H 2.52 0.85 0.87
H 4.30 0.87 0.77
H 3.44 0.54 2.31
H 4.36 -1.57 1.23
H 3.30 -1.33 -0.13
H 2.57 -1.87 2.52
C -1.97 -0.65 1.55
O -1.59 -1.66 0.96
N -2.48 -0.70 2.82
N -1.93 0.59 0.98
H -2.33 -1.53 3.36
H -2.55 0.18 3.31
H -2.53 1.31 1.35
H -1.66 0.66 0.01
C -1.39 0.88 -2.69
O -0.82 0.38 -1.71
N -1.88 0.12 -3.72
N -1.59 2.21 -2.81
H -2.12 -0.84 -3.59
H -2.01 0.55 -4.62
H -1.10 2.86 -2.21
H -2.20 2.57 -3.52
*
```

Results
LUMO level = -0.1031 hartree

Atomic partial charges in e from the Löwdin method, atoms 1 to 8: number 1, K, carries 0.916; number 2, C, carries -0.073; number 3, C, carries -0.318; number 4, O, carries -0.121; number 5, H, carries 0.075; number 6, H, carries 0.083; number 7, H, carries 0.083; number 8, H, carries 0.120



Entry 3:
Below is an isolated molecule of C21H23N3O2S2 at a distorted geometry, with properties calculated with the ωB97M-V functional and the def2-TZVPD basis.

Geometry as ORCA input:
```
! RIJCOSX wB97M-V def2-TZVPD def2/J DEFGRID3
* xyz 0 1
C -1.52 4.83 -0.92
C -0.79 4.37 0.34
C 0.72 4.29 0.10
C 1.47 3.82 1.35
C 1.01 2.47 1.85
O 0.68 2.23 2.99
N 1.00 1.49 0.91
C 0.58 0.22 1.20
S 0.11 -0.21 2.80
C -0.20 -1.84 2.25
C 0.04 -2.03 0.93
C 0.49 -0.82 0.29
C 0.79 -0.61 -1.09
N 1.21 0.53 -1.55
C 1.41 0.52 -2.89
C 1.85 1.60 -3.66
C 2.00 1.42 -5.02
C 1.72 0.20 -5.63
C 1.28 -0.88 -4.88
C 1.13 -0.71 -3.52
S 0.60 -1.86 -2.32
C -0.16 -3.36 0.29
C -0.25 -4.44 1.38
N -1.17 -4.03 2.42
C -2.36 -4.68 2.56
C -3.27 -4.20 3.67
O -2.66 -5.60 1.83
C -0.71 -2.90 3.19
H -2.59 4.89 -0.73
H -1.17 5.81 -1.23
H -1.36 4.12 -1.73
H -1.16 3.39 0.65
H -0.98 5.07 1.15
H 1.10 5.27 -0.18
H 0.92 3.61 -0.74
H 1.34 4.53 2.16
H 2.54 3.75 1.13
H 1.25 1.60 -0.08
H 2.07 2.54 -3.19
H 2.34 2.24 -5.63
H 1.85 0.09 -6.69
H 1.06 -1.83 -5.34
H 0.67 -3.60 -0.38
H -1.08 -3.36 -0.30
H -0.61 -5.38 0.96
H 0.74 -4.59 1.83
H -4.13 -4.86 3.70
H -2.76 -4.24 4.63
H -3.61 -3.18 3.48
H -1.51 -2.48 3.80
H 0.10 -3.21 3.87
*
```

Results
LUMO level = 0.0035 hartree
SMILES string = CCCCC(=O)Nc1sc2c(c1-c1nc3ccccc3s1)CCN(C(C)=O)C2

Atomic partial charges in e from the Löwdin method, atoms 1 to 8: number 1, C, carries -0.109; number 2, C, carries -0.261; number 3, C, carries -0.213; number 4, C, carries -0.101; number 5, C, carries -0.492; number 6, O, carries -0.011; number 7, N, carries 0.106; number 8, C, carries -0.426



Entry 4:
Below is a 2-piece molecular cluster, C6H13NO overall at a distorted geometry, with properties calculated with the ωB97M-V functional and the def2-TZVPD basis.

Geometry as ORCA input:
```
! RIJCOSX wB97M-V def2-TZVPD def2/J DEFGRID3
* xyz 0 1
C 1.34 1.90 1.41
N 0.21 2.43 1.25
C -0.65 1.78 0.34
C -1.09 0.55 0.58
C -1.90 -0.26 -0.43
C -1.62 -1.76 -0.28
C -0.14 -2.10 -0.31
H 1.80 1.14 0.77
H 2.05 2.31 2.12
H -1.25 2.40 -0.32
H -0.77 -0.08 1.40
H -1.57 0.01 -1.43
H -2.95 -0.03 -0.26
H -2.12 -2.31 -1.09
H -2.11 -2.23 0.59
H 0.11 -3.14 -0.14
H 0.31 -1.62 -1.19
H 0.40 -1.52 0.44
O 2.90 -1.09 -1.64
H 2.32 -1.44 -2.33
H 3.78 -1.31 -1.97
*
```

Results
LUMO level = 0.0256 hartree
SMILES string = C=N/C=C/CCC.O

Atomic partial charges in e from the Löwdin method, atoms 1 to 8: number 1, C, carries -0.056; number 2, N, carries -0.016; number 3, C, carries -0.183; number 4, C, carries -0.113; number 5, C, carries -0.209; number 6, C, carries -0.278; number 7, C, carries -0.113; number 8, H, carries 0.079



Entry 5:
Below is a 2-piece molecular cluster, C21H35F16NO6P2S2 overall at a distorted geometry, with properties calculated with the ωB97M-V functional and the def2-TZVPD basis.

Geometry as ORCA input:
```
! RIJCOSX wB97M-V def2-TZVPD def2/J DEFGRID3
* xyz 0 1
C -0.21 2.32 5.43
C -1.51 3.24 5.35
C -2.29 3.15 3.94
O -2.00 1.93 3.21
C -1.60 2.20 1.86
P -1.96 0.80 0.66
C -1.45 -0.90 1.26
C -0.09 -0.94 2.11
C 0.95 -2.06 1.65
C 2.44 -1.83 2.23
C 0.54 -3.56 2.01
C -0.78 -3.71 2.90
C -0.91 -5.17 3.59
C -1.80 -5.22 4.71
C -3.27 -4.61 4.65
C -1.31 -5.87 6.08
C -1.29 1.28 -1.04
C -0.18 0.29 -1.63
C -0.72 -0.73 -2.72
F -1.94 -0.39 -3.31
F -0.96 -1.96 -2.01
C 0.45 -1.07 -3.76
F 0.15 -2.37 -4.26
F 1.70 -1.17 -3.15
C 0.43 -0.11 -5.07
F -0.10 1.16 -4.80
F -0.56 -0.72 -5.89
C 1.75 -0.14 -5.93
F 1.35 -0.01 -7.28
F 2.41 -1.40 -5.90
S 3.02 1.19 -5.60
F 3.58 1.01 -7.18
F 2.05 2.41 -6.17
F 2.58 1.39 -4.02
F 4.14 0.01 -5.19
F 4.20 2.30 -5.36
P -4.16 0.73 0.46
N -4.73 0.54 1.94
O -4.78 2.13 -0.30
O -4.65 -0.67 -0.42
H 0.24 2.09 4.41
H 0.56 2.90 6.05
H -0.48 1.38 6.02
H -2.23 3.02 6.22
H -1.21 4.34 5.50
H -3.41 3.23 4.08
H -1.98 4.10 3.37
H -2.21 3.10 1.49
H -0.50 2.53 1.83
H -1.38 -1.70 0.45
H -2.29 -1.25 1.97
H 0.42 0.08 1.94
H -0.32 -0.96 3.23
H 1.04 -1.96 0.50
H 2.88 -0.83 1.94
H 2.41 -2.02 3.35
H 3.06 -2.68 1.78
H 1.44 -4.07 2.50
H 0.39 -4.11 1.01
H -1.67 -3.65 2.17
H -0.86 -2.97 3.75
H -0.32 -6.08 3.26
H -3.35 -3.68 3.99
H -4.00 -5.41 4.31
H -3.60 -4.27 5.70
H -1.49 -7.00 6.01
H -0.21 -5.61 6.21
H -1.87 -5.42 6.96
H -2.17 1.48 -1.72
H -0.77 2.30 -0.90
H 0.66 0.93 -2.06
H 0.30 -0.34 -0.81
H -5.36 1.32 2.18
H -4.49 2.05 -1.24
H -4.47 -0.51 -1.38
C 5.48 5.19 -6.97
F 4.49 5.19 -7.90
F 4.87 5.40 -5.78
F 5.95 3.92 -6.93
S 6.80 6.44 -7.34
O 6.11 7.72 -7.34
O 7.33 6.05 -8.64
O 7.76 6.29 -6.25
*
```

Results
LUMO level = -0.0931 hartree

Atomic partial charges in e from the Löwdin method, atoms 1 to 8: number 1, C, carries -0.111; number 2, C, carries -0.202; number 3, C, carries -0.197; number 4, O, carries -0.239; number 5, C, carries -0.320; number 6, P, carries 1.019; number 7, C, carries -0.278; number 8, C, carries -0.211



Entry 6:
Below is a 2-piece molecular cluster, C16H17N overall at a distorted geometry, with properties calculated with the ωB97M-V functional and the def2-TZVPD basis.

Geometry as ORCA input:
```
! RIJCOSX wB97M-V def2-TZVPD def2/J DEFGRID3
* xyz 0 1
C 1.61 2.20 -0.13
C 1.38 1.03 0.74
C 2.30 0.10 1.10
N 1.74 -0.81 2.00
C 0.43 -0.47 2.19
C -0.56 -1.08 2.98
C -1.84 -0.63 2.76
C -2.14 0.54 2.03
C -1.13 1.23 1.40
C 0.18 0.71 1.49
H 1.46 3.15 0.39
H 0.96 2.28 -1.00
H 2.60 2.18 -0.59
H 3.36 0.09 0.91
H 2.22 -1.70 2.12
H -0.34 -1.93 3.61
H -2.69 -1.24 3.06
H -3.11 1.02 2.09
H -1.17 2.16 0.84
C -2.06 1.23 -2.30
C -0.97 0.19 -2.25
C -0.04 0.12 -3.30
C 0.95 -0.84 -3.30
C 1.00 -1.78 -2.26
C 0.14 -1.67 -1.18
C -0.91 -0.76 -1.25
H -1.72 2.17 -1.87
H -2.93 0.94 -1.69
H -2.44 1.30 -3.32
H -0.05 0.90 -4.06
H 1.67 -0.97 -4.09
H 1.78 -2.53 -2.28
H 0.21 -2.35 -0.34
H -1.61 -0.69 -0.43
*
```

Results
LUMO level = 0.0328 hartree
SMILES string = Cc1c[nH]c2ccccc12.Cc1ccccc1

Atomic partial charges in e from the Löwdin method, atoms 1 to 8: number 1, C, carries -0.044; number 2, C, carries -0.236; number 3, C, carries -0.060; number 4, N, carries 0.079; number 5, C, carries -0.235; number 6, C, carries -0.009; number 7, C, carries -0.104; number 8, C, carries -0.105